1.
This record from OMol25 describes a structure of composition C22H31NOP2Tc in a non-equilibrium geometry. The level of theory is wB97M-V/def2-TZVPD.

The geometry in XYZ format:
```
58
Properties=species:S:1:pos:R:3:forces:R:3:mulliken_spin:R:1
C -1.7119 2.9198 -2.9220 -0.07 -1.30 0.78 0.001
C -1.3332 1.7536 -2.2893 0.42 -0.24 -0.83 -0.024
C 0.0618 1.3531 -2.5183 1.12 1.18 -0.38 0.008
C 1.1268 2.3590 -2.7294 -0.50 -0.86 -0.13 -0.006
C 0.6231 3.6489 -3.0482 -0.80 0.21 -0.79 0.001
C -0.7328 3.8367 -3.3261 1.54 0.53 -0.31 0.005
C 2.5067 1.9351 -2.8432 -1.45 -0.85 2.62 -0.005
C 2.7209 0.5509 -2.4882 -0.59 -0.56 -0.34 -0.007
C 1.5705 -0.3681 -2.3083 1.61 0.71 -0.35 0.050
C 1.7705 -1.7772 -1.8887 -0.11 0.56 -1.09 -0.064
C 2.9697 -2.3496 -2.2808 -1.61 0.36 0.58 0.007
C 4.0501 -1.5141 -2.6233 0.79 1.18 -0.44 0.008
C 3.9787 -0.1175 -2.5549 0.41 -0.95 -0.45 -0.007
H -2.7741 3.0275 -3.1415 0.20 0.62 0.31 -0.001
H 1.3594 4.4101 -3.2550 -0.14 0.31 -0.18 0.000
H -1.0518 4.6824 -3.9222 0.13 0.29 0.39 0.000
H 3.3528 2.6802 -2.7962 -1.02 -0.97 -0.79 0.000
H 2.9658 -3.4434 -2.3805 0.65 0.45 0.38 -0.002
H 4.9429 -2.0076 -3.0110 0.02 0.38 0.46 0.000
H 4.8598 0.5087 -2.7025 -0.06 -0.40 -0.12 0.000
N 0.3780 0.0784 -2.6408 -2.04 -1.53 3.33 0.063
Tc -0.1121 -0.1216 1.0748 -0.33 -0.25 -2.25 2.665
C -2.3587 0.8704 -1.5621 0.79 0.08 -0.44 0.037
H -2.4088 -0.1161 -2.0214 0.08 -0.21 0.16 -0.008
H -3.3540 1.3354 -1.6687 0.32 -0.15 0.27 0.000
C 0.6290 -2.6385 -1.3181 0.56 0.34 -0.40 0.032
H -0.2388 -2.5910 -1.9866 -0.05 0.01 0.33 0.011
H 1.0013 -3.6750 -1.2701 -0.26 0.19 -0.11 0.003
P -2.0369 0.6805 0.2991 -3.03 0.43 -2.30 -0.176
P 0.0889 -2.2636 0.4429 0.33 -1.11 -3.01 -0.048
C 1.3899 -2.9960 1.4495 -0.01 0.05 0.38 0.007
H 1.1160 -2.8817 2.5031 0.16 -0.19 -0.07 -0.004
H 1.5027 -4.0531 1.2067 0.03 -0.03 0.08 0.001
H 2.3383 -2.4773 1.2695 -0.15 -0.10 -0.04 -0.012
C -1.4418 -3.1444 0.6800 -0.32 -0.45 0.38 0.059
H -1.2484 -4.2078 0.7618 -0.09 -0.31 0.00 0.004
H -1.9096 -2.8014 1.6047 -0.04 -0.13 0.01 -0.007
H -2.1342 -2.9668 -0.1433 0.17 0.04 -0.05 0.001
C -2.3583 2.3948 0.8486 0.51 0.02 0.56 0.010
H -3.3353 2.7728 0.5186 0.21 -0.31 0.00 0.001
H -2.3145 2.4197 1.9482 -0.08 0.13 -0.29 -0.001
H -1.5778 3.0604 0.4573 -0.16 -0.13 0.05 0.000
C -3.4649 -0.2595 0.9305 -0.05 0.00 0.13 0.075
H -3.3416 -0.3586 2.0164 -0.14 -0.01 -0.16 -0.014
H -4.4126 0.2463 0.7291 0.10 -0.01 -0.02 0.004
H -3.4894 -1.2628 0.4976 -0.01 0.21 0.02 0.003
H 0.9206 1.2206 1.1862 3.41 -0.32 -0.62 0.033
H 1.5864 0.5747 1.1188 -0.25 2.28 -0.51 0.114
C 1.0383 -0.5695 4.7686 0.92 -0.21 0.88 0.006
C -0.0115 0.1986 4.0830 -0.59 0.05 -0.84 0.077
C -1.2057 0.7346 4.7554 -0.60 0.56 0.99 0.025
O 0.1066 0.3767 2.8254 0.10 0.29 6.18 0.052
H 1.0370 -0.5505 5.8648 -0.51 0.26 -0.31 0.000
H 2.0269 -0.2216 4.4820 0.13 0.25 -0.31 0.005
H 1.0602 -1.6292 4.5050 -0.41 -0.04 -0.31 0.007
H -1.3630 1.7765 4.4994 0.13 0.31 -0.34 0.003
H -2.1344 0.2450 4.4628 0.08 -0.36 -0.40 0.005
H -1.2234 0.7120 5.8506 0.53 -0.29 -0.26 0.002
```
Forces are in eV/Å.

Calculated values
**Total charge**: +2
**2S+1**: 4
**Energy above the lowest of the compared OMol25 structures with the same formula, charge and spin**: 464.88 kJ/mol
**HOMO level (spin up / spin down)**: -12.8 / -12.8 eV
**HOMO-LUMO gap (spin up / spin down)**: 0.191 / 0.158 hartree
**E_tot**: -1749.6598 a.u.


2.
This record from OMol25 describes a cluster of 4 separate species, C48H37O10S in total in a non-equilibrium geometry. The level of theory is wB97M-V/def2-TZVPD.

The geometry in XYZ format:
```
96
Properties=species:S:1:pos:R:3:forces:R:3:mulliken_charge:R:1
C -1.4064 4.5062 -0.4375 0.21 -0.32 0.06 -1.392
C -0.7912 3.3603 0.3794 0.05 0.17 0.15 0.461
C -0.3507 2.1913 -0.5107 0.07 0.15 -0.10 -1.151
C -1.7141 2.9631 1.5498 0.21 -0.24 0.09 0.900
C -0.9208 2.3627 2.7146 0.22 0.16 -0.28 -1.682
C -2.8370 2.0220 1.1254 -0.10 0.34 -0.23 -0.933
O -3.8994 2.2076 2.0418 -0.06 -0.32 0.23 -0.374
S -5.2959 1.4041 1.7121 0.36 -0.92 -0.18 1.089
O -5.8014 2.0591 0.5145 0.06 -0.32 0.17 -0.723
O -6.0503 1.6371 2.9231 0.13 -0.15 -0.31 -0.699
O -4.8801 -0.0091 1.4860 -0.42 1.58 0.27 -0.513
H -0.8630 4.6043 -1.3796 -0.10 0.16 -0.03 0.283
H -1.3189 5.4430 0.1157 -0.13 0.03 -0.02 0.401
H -2.4613 4.3205 -0.6454 -0.01 0.02 -0.08 0.257
H 0.1246 3.7512 0.8413 -0.02 0.07 -0.08 0.282
H 0.4753 1.6427 -0.0573 -0.12 -0.21 0.09 0.290
H 0.0280 2.5780 -1.4605 0.02 0.00 0.02 0.232
H -1.1634 1.5042 -0.7464 -0.01 -0.03 0.04 0.238
H -2.1904 3.8769 1.9159 -0.09 0.00 -0.07 0.305
H -1.5806 1.9070 3.4506 -0.01 0.00 0.04 0.451
H -0.3176 3.1384 3.1948 -0.05 -0.04 0.10 0.414
H -0.2159 1.6120 2.3424 -0.11 -0.12 0.07 0.235
H -2.5077 0.9774 1.1303 -0.02 -0.01 0.03 0.252
H -3.1855 2.2621 0.1131 -0.03 -0.03 0.02 0.393
C -1.7348 -8.7329 1.9469 -0.01 0.02 0.00 -0.500
C -0.7444 -8.2187 1.1163 -0.01 0.02 0.00 -0.571
C -0.9233 -6.9924 0.4994 0.05 -0.07 0.02 -0.635
C -2.0967 -6.2773 0.7050 -0.05 0.01 0.01 0.404
C -3.0935 -6.7962 1.5297 0.00 0.03 -0.03 0.394
C -2.9061 -8.0242 2.1531 0.05 -0.06 0.02 -0.716
C -4.3696 -6.0498 1.7618 0.02 -0.01 0.04 0.599
O -5.2211 -6.5095 2.4957 -0.03 -0.01 -0.02 -0.696
C -4.5388 -4.7468 1.0741 0.03 0.01 0.02 0.372
C -5.7183 -4.0320 1.2573 -0.02 0.06 0.00 -0.887
C -5.8883 -2.8050 0.6430 -0.03 0.00 -0.03 -0.396
C -4.8888 -2.2785 -0.1685 -0.03 -0.08 -0.08 -0.413
C -3.7145 -2.9843 -0.3584 -0.05 0.02 -0.02 -0.682
C -3.5304 -4.2162 0.2621 -0.01 -0.04 0.01 0.422
C -2.2572 -4.9436 0.0489 0.11 -0.02 -0.08 0.524
O -1.3581 -4.4827 -0.6253 -0.02 -0.02 -0.04 -0.713
H -1.5898 -9.6879 2.4351 0.00 -0.01 0.00 0.404
H 0.1696 -8.7753 0.9545 0.01 0.00 0.01 0.414
H -0.1612 -6.5712 -0.1417 -0.02 0.04 -0.01 0.499
H -3.6858 -8.4065 2.7973 -0.03 0.03 -0.01 0.487
H -6.4873 -4.4451 1.8951 0.02 -0.03 0.02 0.471
H -6.7943 -2.2375 0.8011 0.02 0.05 0.04 0.419
H -5.0324 -1.3138 -0.6301 0.03 0.06 0.07 0.282
H -2.9243 -2.5872 -0.9811 0.03 -0.03 0.01 0.512
C 1.5078 9.3593 -5.2287 0.00 -0.01 0.00 -0.443
C 0.8283 8.8533 -4.1255 0.01 -0.01 -0.01 -0.581
C 0.9983 7.5318 -3.7499 -0.02 0.07 0.01 -0.469
C 1.8448 6.7087 -4.4825 0.02 -0.02 -0.02 0.150
C 2.5162 7.2115 -5.5979 0.00 -0.04 0.00 0.329
C 2.3492 8.5418 -5.9636 -0.04 0.07 0.01 -0.640
C 3.4049 6.3412 -6.4214 0.01 0.02 0.00 0.546
O 3.9966 6.7820 -7.3844 0.00 0.00 -0.01 -0.683
C 3.5359 4.9108 -6.0218 -0.02 0.01 0.02 0.344
C 4.3212 4.0638 -6.7948 0.03 -0.07 0.00 -0.635
C 4.4643 2.7350 -6.4340 -0.01 0.01 0.00 -0.443
C 3.8296 2.2458 -5.2970 0.00 0.02 0.00 -0.574
C 3.0441 3.0836 -4.5241 0.04 -0.07 -0.02 -0.489
C 2.8905 4.4160 -4.8874 0.00 0.03 -0.01 0.154
C 2.0216 5.2923 -4.0504 0.00 -0.01 -0.01 0.393
O 1.4767 4.8673 -3.0571 -0.04 -0.01 0.06 -0.601
H 1.3766 10.3942 -5.5163 -0.01 0.01 0.00 0.385
H 0.1645 9.4921 -3.5582 0.00 0.01 0.00 0.415
H 0.4809 7.1223 -2.8930 0.02 -0.04 0.00 0.551
H 2.8811 8.9187 -6.8261 0.01 -0.04 -0.02 0.470
H 4.8112 4.4597 -7.6734 -0.01 0.04 0.00 0.471
H 5.0727 2.0756 -7.0390 0.01 -0.01 0.00 0.387
H 3.9465 1.2079 -5.0146 0.00 -0.01 0.00 0.421
H 2.5421 2.7189 -3.6383 -0.03 0.04 0.01 0.545
C -0.9019 -3.8287 2.8869 -0.01 0.03 0.09 -0.463
C -0.8158 -2.6773 2.1140 -0.06 0.01 -0.01 -0.690
C 0.3868 -2.0008 2.0142 -0.03 -0.02 -0.03 -0.903
C 1.5066 -2.4653 2.6924 0.01 -0.01 0.01 0.328
C 1.4147 -3.6140 3.4857 0.01 0.04 0.00 0.469
C 0.2056 -4.2928 3.5761 -0.05 -0.04 -0.04 -1.036
C 2.5851 -4.1191 4.2494 0.01 -0.01 0.00 0.527
O 2.5218 -5.1218 4.9304 -0.01 -0.01 0.00 -0.681
C 3.8597 -3.3441 4.1550 -0.02 0.01 -0.02 0.178
C 4.9593 -3.7650 4.8934 0.08 0.01 0.01 -0.548
C 6.1530 -3.0690 4.8144 -0.01 0.00 -0.01 -0.469
C 6.2564 -1.9514 3.9927 -0.02 0.00 -0.01 -0.488
C 5.1636 -1.5266 3.2570 0.08 0.00 0.03 -0.546
C 3.9608 -2.2176 3.3390 -0.03 -0.02 0.02 0.160
C 2.7892 -1.7261 2.5515 0.01 0.02 -0.02 0.485
O 2.8932 -0.7584 1.8282 0.00 -0.01 0.01 -0.701
H -1.8417 -4.3604 2.9652 -0.02 0.03 0.01 0.710
H -1.6873 -2.3085 1.5877 -0.01 0.01 0.03 0.619
H 0.4677 -1.1108 1.4082 0.05 0.07 -0.02 0.791
H 0.1469 -5.1817 4.1892 0.04 0.00 0.01 0.509
H 4.8616 -4.6374 5.5246 -0.04 -0.02 -0.01 0.468
H 7.0068 -3.3958 5.3937 0.01 0.00 0.00 0.393
H 7.1916 -1.4103 3.9296 0.01 0.00 0.00 0.392
H 5.2238 -0.6581 2.6159 -0.04 0.01 -0.01 0.483
```
Forces are in eV/Å.

Calculated values
**Total charge**: -1
**2S+1**: 1
**HOMO level**: -5.6 eV
**HOMO-LUMO gap**: 0.216 hartree
**E_tot**: -3002.0978 a.u.


3.
This record from OMol25 describes an isolated molecule of C6H10O3 in a non-equilibrium geometry. The level of theory is wB97M-V/def2-TZVPD.

The geometry in XYZ format:
```
19
Properties=species:S:1:pos:R:3:forces:R:3:mulliken_charge:R:1
C -1.8533 0.1975 -0.2539 0.05 -0.71 0.05 0.211
C -1.0465 -0.9400 -0.4065 0.29 0.51 -0.43 -0.409
C -3.2580 0.2968 -0.6738 -0.24 -0.13 0.42 -1.191
O 0.0876 -0.4356 -1.0998 0.53 -0.17 0.79 -0.413
H -1.3490 1.0832 0.1194 0.16 0.02 -0.19 0.405
H -0.4171 -1.4760 0.5789 0.78 0.55 -0.25 0.454
H -1.4865 -1.8110 -0.8939 -0.09 0.00 -0.01 0.311
H -3.2952 0.8454 -1.6247 0.14 -0.01 0.06 0.299
H -3.7170 -0.6789 -0.8312 0.01 0.02 -0.01 0.348
H -3.8397 0.8883 0.0375 -0.02 0.00 -0.06 0.357
C 3.0455 0.7388 1.0310 -0.02 0.14 0.01 -1.223
C 1.6455 0.6787 0.4793 -0.09 -0.31 0.18 0.755
C 1.3233 -0.6526 -0.2509 -0.51 0.35 -0.48 0.104
O 0.8102 1.5260 0.7078 0.11 -0.14 -0.17 -0.563
O 1.1044 -1.5993 0.6471 -1.09 -0.05 -0.04 -0.718
H 2.0677 -0.8881 -1.0327 0.01 -0.05 0.22 0.309
H 3.2749 -0.1918 1.5522 -0.04 -0.01 -0.07 0.317
H 3.1510 1.5819 1.7118 0.00 -0.01 -0.08 0.337
H 3.7523 0.8366 0.2025 0.01 -0.01 0.04 0.311
```
Forces are in eV/Å.

Calculated values
**Total charge**: 0
**2S+1**: 1
**Energy above the lowest of the compared OMol25 structures with the same formula, charge and spin**: 414.30 kJ/mol
**HOMO level (spin up / spin down)**: -8.5 / -8.5 eV
**HOMO-LUMO gap (spin up / spin down)**: 0.264 / 0.264 hartree
**E_tot**: -460.1926 a.u.


4.
This record from OMol25 describes a cluster of 2 separate species, C3H9BrNO in total in a non-equilibrium geometry. The level of theory is wB97M-V/def2-TZVPD.

The geometry in XYZ format:
```
15
Properties=species:S:1:pos:R:3:forces:R:3:mulliken_charge:R:1
C -2.0634 -1.4083 -1.9169 -2.09 2.67 3.11 -0.397
C 1.1315 -0.5268 1.0666 -2.15 1.59 0.14 -0.349
C -0.0374 0.3303 0.4890 -0.37 -0.05 -1.01 -0.115
N 0.3574 1.7648 0.1531 3.39 0.13 1.05 -0.443
O 2.3395 -0.2245 0.4450 1.72 -0.69 0.91 -0.521
Br -1.7093 0.4155 1.4834 1.15 -0.04 -0.13 -0.084
H -2.9465 -1.2892 -1.2062 1.48 0.22 -1.00 0.254
H -1.5189 -0.5732 -2.2663 0.28 0.61 -0.51 0.278
H -1.9421 -2.3606 -2.2252 0.95 -2.95 -1.17 0.292
H 1.0972 -0.1723 2.1504 0.43 -1.47 -0.73 0.328
H 0.8487 -1.5249 0.7245 -0.17 -0.30 1.38 0.288
H -0.4601 2.2353 -0.1495 -0.99 0.68 -0.62 0.363
H 0.7815 2.4022 0.9796 -0.98 -1.78 -1.80 0.362
H 1.1088 1.7601 -0.6306 -1.49 -0.06 1.58 0.391
H 3.0131 -0.8283 0.9033 -1.15 1.44 -1.20 0.352
```
Forces are in eV/Å.

Calculated values
**Total charge**: +1
**2S+1**: 1
**Energy above the lowest of the compared OMol25 structures with the same formula, charge and spin**: 568.02 kJ/mol
**HOMO level**: -11.4 eV
**HOMO-LUMO gap**: 0.170 hartree
**E_tot**: -2823.2165 a.u.


Which of these has the highest 2S+1? C22H31NOP2Tc